Model a:
ORCA calculation (ωB97M-V/def2-TZVPD) on a cluster of 2 separate species, CH8NO in total.

Results
total charge: +1
orbital gap: 0.48079 hartree

Each line ends with the Löwdin charge.
Element x y z (Å)
1 C 1.11006 0.59311 0.86344  -0.008
2 N 0.10417 0.73304 -0.24288  0.129
3 H 0.82724 1.19054 1.73634  0.105
4 H 0.98833 -0.42047 1.24093  0.103
5 H 2.11850 0.84051 0.55401  0.105
6 H 0.33233 1.46660 -0.89789  0.164
7 H -0.81853 0.86897 0.16294  0.157
8 H 0.05817 -0.20362 -0.69857  0.125
9 H -1.46517 -1.72568 -1.72204  0.080
10 H -1.83539 -1.97119 -0.17385  0.089
11 O -1.41970 -1.37181 -0.82244  -0.048

Model b:
ORCA calculation (ωB97M-V/def2-TZVPD) on a cluster of 2 separate species, CH8NO in total.

Results
total charge: +1
orbital gap: 0.43396 hartree

Each line ends with the Löwdin charge.
Element x y z (Å)
1 N -1.79184 -0.17679 -0.04708  0.293
2 H -2.33086 -0.71354 0.68397  0.179
3 H -2.17634 0.72707 -0.11984  0.123
4 H -0.76537 -0.20830 0.18199  0.055
5 H -1.98029 -0.69655 -0.93580  0.172
6 C 1.64220 0.38056 -0.25514  -0.070
7 O 0.69104 -0.22653 0.66938  -0.152
8 H 1.05306 1.06067 -0.92838  0.098
9 H 2.42482 0.95294 0.28252  0.103
10 H 2.05922 -0.43369 -0.88561  0.098
11 H 1.17436 -0.66584 1.35400  0.101

Model c:
ORCA calculation (ωB97M-V/def2-TZVPD) on a cluster of 2 separate species, CH8NO in total.

Results
total charge: +1
orbital gap: 0.37683 hartree

Each line ends with the Löwdin charge.
Element x y z (Å)
1 N 1.88957 -0.88600 0.30128  0.277
2 H 2.16885 -1.49554 -0.51100  0.180
3 H 2.13763 0.12653 0.03396  0.187
4 H 0.87506 -0.73595 0.41412  0.092
5 H 2.25860 -1.02006 1.29055  0.188
6 C -1.35838 0.72113 -0.81142  -0.118
7 O -0.88447 0.42773 0.55184  -0.188
8 H -2.45990 0.55928 -0.92512  0.101
9 H -0.72630 1.52525 -1.22256  0.080
10 H -0.84229 -0.14131 -1.53160  0.107
11 H -1.41262 -0.36480 0.79641  0.095

Energies, relative to the best one, in kJ/mol: model a 0.0; model b 26.6; model c 141.3.

Model a:
ORCA calculation (ωB97M-V/def2-TZVPD) on the molecule C2H3N3S2.

Results
SMILES: S=c1nc[nH]n1S
total charge: 0
orbital gap: 0.32211 hartree

Each line ends with the Löwdin charge.
Element x y z (Å)
1 S 2.09320 -0.35687 0.01725  0.649
2 C 0.67485 0.41533 -0.19292  -0.929
3 N 0.40306 1.80652 0.10374  0.089
4 C -0.82551 1.92874 0.17819  -0.237
5 N -1.59087 0.80427 0.08923  0.032
6 N -0.59688 -0.14044 -0.50490  -0.471
7 S -1.01971 -1.73505 0.07121  0.716
8 H -1.29609 2.85284 0.12310  0.113
9 H -2.34775 0.72947 -0.49618  0.088
10 H -0.13505 -1.46855 1.22955  -0.052

Model b:
ORCA calculation (ωB97M-V/def2-TZVPD) on a cluster of 2 separate species, C2H3N3S2 in total.

Results
total charge: 0
orbital gap (alpha / beta): 0.28607 / 0.20865 hartree

Each line ends with the Löwdin charge.
Element x y z (Å)
1 C -2.42254 0.57571 0.28384  -0.356
2 C -0.27432 0.76082 0.66066  -0.183
3 N -1.50722 1.36338 0.71845  0.007
4 N -0.17155 -0.45328 0.27182  -0.347
5 N 2.36871 -0.62106 -0.50601  -0.548
6 S -1.71918 -1.04283 -0.21925  0.950
7 S 3.13273 0.69138 -0.03983  0.490
8 H -3.39616 0.67490 0.11727  0.019
9 H 1.27511 -0.53140 -0.32039  -0.041
10 H 2.71442 -1.41762 -0.96656  0.009

Energies, relative to the best one, in kJ/mol: model a 0.0; model b 204.5.

Model a:
ORCA calculation (ωB97M-V/def2-TZVPD) on a cluster of 2 separate species, C4H13N2S2 in total.

Results
total charge: +1
orbital gap: 0.34213 hartree

Each line ends with the Löwdin charge.
Element x y z (Å)
1 C 1.54720 0.08805 0.76228  -0.149
2 C -1.89853 0.54068 -1.16242  -0.141
3 C 0.65869 -0.67906 -0.01298  -0.634
4 C -1.55538 1.10370 0.19409  -0.865
5 N 0.99511 -2.16746 0.04781  0.153
6 N -1.61111 0.50583 1.27531  0.050
7 S 1.02434 -0.35561 -1.84659  0.851
8 S -1.15422 2.85958 0.08332  0.777
9 H 1.47421 1.15518 0.78171  0.087
10 H 1.56798 -0.28273 1.81015  0.120
11 H 2.55277 -0.05197 0.36764  0.087
12 H -1.57252 -0.44070 -1.19714  0.012
13 H -2.93314 0.75781 -1.38398  0.099
14 H -1.39446 1.03460 -2.06305  0.089
15 H 1.88043 -2.41473 0.56646  0.195
16 H 0.95553 -2.46494 -0.86890  0.066
17 H -0.56310 -0.69453 0.12415  0.116
18 H 0.31864 -2.61527 0.69573  0.183
19 H -1.40169 1.10859 2.16681  0.113
20 H 2.30793 -0.18375 -1.80763  -0.136
21 H -1.19869 3.19676 1.46724  -0.072

Model b:
ORCA calculation (ωB97M-V/def2-TZVPD) on the ion C4H13N2S2 with charge +1.

Results
SMILES: NCCSSCC[NH3+]
total charge: +1
orbital gap: 0.32152 hartree

Each line ends with the Löwdin charge.
Element x y z (Å)
1 N 0.03003 0.88870 1.88387  0.000
2 C 0.83010 -0.12854 2.50436  -0.364
3 C 1.64759 -0.89676 1.46550  -0.481
4 S 0.64505 -2.26061 0.74349  0.536
5 S 0.10713 -1.76047 -1.07423  0.479
6 C -1.40301 -0.72434 -1.05625  -0.486
7 C -1.06621 0.70913 -1.42232  -0.211
8 N -0.27441 0.75677 -2.70621  0.182
9 H -0.57642 1.38453 2.51735  0.085
10 H 0.59357 1.50096 1.31401  0.066
11 H 0.14642 -0.87764 2.91516  0.094
12 H 1.46057 0.16890 3.34440  0.114
13 H 1.94313 -0.21994 0.68513  0.056
14 H 2.53995 -1.37557 1.83679  0.070
15 H -2.12545 -1.17792 -1.71284  0.075
16 H -1.82073 -0.74792 -0.05007  0.088
17 H -1.97857 1.26751 -1.57161  0.131
18 H -0.53903 1.17305 -0.61956  0.087
19 H -0.46699 1.58962 -3.26361  0.176
20 H -0.40639 -0.11035 -3.22622  0.152
21 H 0.71368 0.84089 -2.50715  0.152

Energies, relative to the best one, in kJ/mol: model a 220.2; model b 0.0.

Model a:
ORCA calculation (ωB97M-V/def2-TZVPD) on a cluster of 2 separate species, CH2F3N3 in total.

Results
total charge: 0
orbital gap (alpha / beta): 0.35702 / 0.35704 hartree

Each line ends with the Löwdin charge.
Element x y z (Å)
1 C 0.16156 -0.63931 -0.03301  -0.287
2 N -0.39186 -1.71229 -0.03167  0.086
3 N 1.38877 -0.13996 -0.08431  0.120
4 N -1.06473 0.90101 -0.38106  0.026
5 F -1.77509 -1.70686 -0.20408  -0.056
6 F -0.21427 1.90458 -0.85102  -0.080
7 F -1.44082 1.20435 0.91670  -0.066
8 H 2.03533 -0.66880 0.62424  0.177
9 H 1.30113 0.85727 0.04421  0.079

Model b:
ORCA calculation (ωB97M-V/def2-TZVPD) on a cluster of 2 separate species, CH2F3N3 in total.

Results
total charge: 0
orbital gap (alpha / beta): 0.36237 / 0.36235 hartree

Each line ends with the Löwdin charge.
Element x y z (Å)
1 C 0.51909 1.04403 0.71297  -0.200
2 N 0.25338 2.15572 1.15862  0.064
3 N 0.06323 0.34115 -0.40055  0.127
4 N 2.02137 0.08198 1.60917  0.050
5 F 0.96607 2.60387 2.22475  -0.040
6 F 1.96944 -1.28638 1.28652  -0.082
7 F 1.57204 0.07702 2.92569  -0.077
8 H -0.90220 0.53402 -0.55211  0.093
9 H 0.03515 -0.63143 -0.33105  0.064

Energies, relative to the best one, in kJ/mol: model a 8.3; model b 0.0.

Model a:
ORCA calculation (ωB97M-V/def2-TZVPD) on the molecule C4H7FO.

Results
SMILES: O[C@@H]1C[C@H]1CF
total charge: 0
orbital gap: 0.39803 hartree

Each line ends with the Löwdin charge.
Element x y z (Å)
1 O -1.33372 -1.21728 -1.47219  -0.048
2 C -0.31540 -0.40309 -0.71927  -0.283
3 C 0.81276 -0.96319 0.18524  -0.037
4 C -0.25864 -0.06611 0.74371  -0.264
5 C -0.03178 1.40258 0.67731  -0.056
6 F 1.27063 1.62680 1.51830  -0.179
7 H -0.92339 -1.49223 -2.30616  0.081
8 H 0.05584 0.41680 -1.33001  0.101
9 H 1.97072 -0.68874 0.17860  0.160
10 H 0.25720 -1.94505 0.35504  0.135
11 H -0.88171 -0.34885 1.49822  0.111
12 H 0.22607 1.68272 -0.48661  0.153
13 H -0.84859 1.99564 1.15781  0.126

Model b:
ORCA calculation (ωB97M-V/def2-TZVPD) on a structure of composition C4H7FO.

Results
total charge: 0
orbital gap: 0.40357 hartree

Each line ends with the Löwdin charge.
Element x y z (Å)
1 C 1.66732 -0.87522 -0.24995  0.048
2 C 0.53446 -0.95984 0.42368  -0.107
3 C -0.49060 1.36688 0.48405  -0.011
4 C -0.63724 -0.09795 0.17649  -0.423
5 O -0.91178 -0.04527 -1.59462  -0.110
6 F -1.77758 -0.62786 0.66147  0.059
7 H 2.50283 -1.52017 -0.03031  0.062
8 H 1.78945 -0.19202 -1.07213  0.070
9 H 0.39881 -1.67442 1.22622  0.114
10 H -0.28456 1.51259 1.54377  0.093
11 H 0.33896 1.75296 -0.10138  0.090
12 H -1.40171 1.89494 0.21640  0.090
13 H -1.72836 -0.53462 -1.68369  0.024

Model c:
ORCA calculation (ωB97M-V/def2-TZVPD) on the molecule C4H7FO.

Results
SMILES: C[C@H](O)/C=C/F
total charge: 0
orbital gap: 0.39274 hartree

Each line ends with the Löwdin charge.
Element x y z (Å)
1 C -0.50269 -2.00736 -0.53789  -0.041
2 C -0.27889 -0.85297 0.48035  -0.422
3 O -1.19085 -0.66423 1.55839  0.001
4 C -0.09632 0.41655 -0.30142  -0.056
5 C 1.04255 1.09592 -0.24676  -0.129
6 F 1.16413 2.27609 -0.91175  -0.009
7 H -0.79216 -2.96665 -0.07986  0.083
8 H 0.39981 -2.17082 -1.10976  0.076
9 H -1.20219 -1.74491 -1.31475  0.067
10 H 0.72016 -0.98161 0.90556  0.128
11 H -2.01073 -1.05274 1.37854  0.056
12 H -0.88651 0.88762 -0.88115  0.126
13 H 1.83337 0.94530 0.47436  0.120

Model d:
ORCA calculation (ωB97M-V/def2-TZVPD) on the molecule C4H7FO.

Results
SMILES: COC/C=C/F
total charge: 0
orbital gap: 0.39311 hartree

Each line ends with the Löwdin charge.
Element x y z (Å)
1 C 2.38269 -0.71591 0.03160  -0.103
2 O 1.72124 0.45142 -0.36518  -0.224
3 C 0.64186 0.88218 0.29873  -0.270
4 C -0.47674 -0.31234 0.26461  -0.059
5 C -1.60912 0.14754 -0.20919  -0.202
6 F -2.86586 -0.36948 -0.04472  -0.033
7 H 2.99073 -0.63557 -0.84624  0.086
8 H 2.80266 -0.98549 0.97211  0.084
9 H 1.62667 -1.52188 -0.45484  0.119
10 H 0.78788 1.31893 1.44918  0.168
11 H 0.05188 1.63464 -0.40901  0.128
12 H -0.03775 -1.42525 0.54748  0.153
13 H -1.83141 1.31978 -0.24921  0.155

Energies, relative to the best one, in kJ/mol: model a 227.8; model b 41.0; model c 0.0; model d 314.7.

Model a:
ORCA calculation (ωB97M-V/def2-TZVPD) on the molecule C6H6N2.

Results
SMILES: C=Cc1ccnnc1
total charge: 0
orbital gap: 0.34195 hartree

Each line ends with the Löwdin charge.
Element x y z (Å)
1 C 1.76643 -1.27541 -1.01009  0.034
2 C 1.44458 -0.05122 -0.59815  -0.129
3 C 0.16145 0.31891 -0.02477  -0.226
4 C -0.88655 -0.57577 0.02001  0.001
5 C -2.09128 -0.10556 0.64382  -0.118
6 N -2.22656 1.08376 1.24094  0.012
7 N -1.16908 1.93255 1.20078  0.007
8 C -0.05993 1.58691 0.59224  -0.104
9 H 1.14710 -2.13545 -0.86152  0.049
10 H 2.68826 -1.53190 -1.47291  0.051
11 H 2.16081 0.78518 -0.71333  0.116
12 H -0.73631 -1.56677 -0.39957  0.102
13 H -2.94917 -0.75876 0.64114  0.095
14 H 0.75026 2.29355 0.74141  0.111

Model b:
ORCA calculation (ωB97M-V/def2-TZVPD) on the molecule C6H6N2.

Results
SMILES: C1=Cn2nccc2C1
total charge: 0
orbital gap: 0.35008 hartree

Each line ends with the Löwdin charge.
Element x y z (Å)
1 C -0.91477 0.67637 1.71902  -0.089
2 C -0.93419 1.36369 0.59215  0.037
3 N -0.07347 0.58424 -0.33324  -0.136
4 N 0.19727 0.60436 -1.58676  0.043
5 C 0.67238 -0.68236 -1.88254  -0.160
6 C 0.73082 -1.43447 -0.75906  -0.038
7 C 0.42735 -0.49400 0.29516  -0.221
8 C -0.00276 -0.48313 1.70229  -0.134
9 H -1.66602 0.98541 2.53037  0.137
10 H -1.40621 2.20736 0.30785  0.080
11 H 1.04883 -0.76764 -2.93034  0.110
12 H 0.91092 -2.50804 -0.85947  0.099
13 H -0.53365 -1.41919 2.07677  0.146
14 H 0.90663 -0.49475 2.31267  0.125

Energies, relative to the best one, in kJ/mol: model a 0.0; model b 58.3.